## a
26
Properties=species:S:1:pos:R:3:nbo_charge:R:1 method="wB97M-V/def2-TZVPD" spin_multiplicity=1 orbital_gap_ha=0.373 smiles="COC(=O)[C@]1(C)CC(C)(C)N=N1"
O -0.31733 2.54002 0.78711 -0.603
N -0.54873 -0.45625 -1.25931 -0.114
N 0.23701 -1.48249 -1.25839 -0.091
O -0.94602 2.32044 -1.39882 -0.494
C -0.56935 1.81819 -0.18677 0.806
C -0.83053 3.73538 -1.59230 -0.264
C -1.99864 0.05254 0.67553 -0.598
C 2.38457 -1.79055 -0.09309 -0.602
C 0.34127 -2.80826 0.85867 -0.602
C 0.57325 -0.27287 0.70022 -0.413
C -0.65189 0.30145 -0.01183 -0.060
C 0.86945 -1.62271 0.07118 0.017
H -1.21588 4.05511 -2.55678 0.202
H 0.21435 4.06742 -1.54305 0.191
H -1.39128 4.27355 -0.79231 0.197
H -2.80153 0.18660 -0.03424 0.230
H -2.13110 0.69483 1.53973 0.235
H -2.03574 -0.93987 1.07216 0.213
H 2.82531 -0.86841 -0.54085 0.214
H 2.62288 -2.66991 -0.77020 0.221
H 2.86514 -2.00632 0.85362 0.215
H 0.78603 -2.78835 1.84416 0.217
H 0.65174 -3.74949 0.41623 0.222
H -0.74068 -2.72591 0.89790 0.211
H 1.40616 0.42974 0.56449 0.226
H 0.40155 -0.29386 1.75695 0.226

---

## b
26
Properties=species:S:1:pos:R:3:nbo_charge:R:1 method="wB97M-V/def2-TZVPD" spin_multiplicity=1 orbital_gap_ha=0.337
C 2.39443 0.10913 -2.32912 -0.406
C 3.00956 -0.50509 -0.02171 0.146
C 2.86442 -0.45487 1.33552 -0.503
C 1.84862 0.34758 1.95078 0.375
C -2.74111 0.88880 0.65146 -0.435
C -1.27170 0.76329 0.29790 -0.081
C -2.74080 -1.27008 -0.56194 0.014
C -3.33707 -0.51365 0.59198 -0.472
H 3.22939 -0.55724 -2.58404 0.198
H 1.48009 -0.27216 -2.81177 0.218
H 2.61103 1.10560 -2.74494 0.200
H 1.51217 0.73616 -0.45466 0.446
H 3.78805 -1.11868 -0.46508 0.193
H 3.52963 -1.02972 1.96641 0.221
H 1.80779 0.33059 3.05543 0.120
H -3.22697 1.54295 -0.08322 0.207
H -2.86825 1.33966 1.64327 0.217
H -0.75462 1.72370 0.29502 0.217
H -0.78542 0.08078 1.01267 0.186
H -3.20072 -2.22104 -0.86033 0.195
H -3.13834 -1.06840 1.52288 0.222
H -4.42862 -0.49104 0.47484 0.226
N 2.24215 0.16579 -0.89510 -0.551
N -1.76161 -0.92926 -1.30880 -0.106
O 1.03315 1.05135 1.33971 -0.658
O -1.09526 0.24584 -1.01716 -0.391

---

Compare the structures above. Which one is the least stable? b is.